{
  "formula": "C11H16NO4OsS",
  "method": "wB97M-V/def2-TZVPD",
  "spin_multiplicity": 5,
  "homo_ev": [-11.86, -12.55],
  "lumo_ev": [-4.2, -5.8],
  "charge": 1,
  "s2": 6.0240,
  "species": ["Os", "O", "N", "C", "C", "C", "C", "C", "S", "H", "H", "H", "H", "C", "O", "C", "O", "H", "H", "H", "C", "C", "C", "C", "O", "H", "H", "H", "H", "H", "H", "H", "H", "H"],
  "coordinates": [[-0.27331, 0.49479, 0.05942], [0.88816, -1.24920, -0.34127], [0.39095, -2.47727, -0.21839], [1.27114, -3.49612, -0.13620], [0.83203, -4.78842, -0.04778], [-0.54154, -5.03518, -0.02466], [-1.42290, -3.97917, -0.08240], [-0.95142, -2.67046, -0.19211], [-2.00254, -1.30776, -0.32201], [2.30829, -3.19686, -0.14941], [1.55274, -5.59017, 0.00405], [-0.91386, -6.04816, 0.03830], [-2.49134, -4.13408, -0.04610], [-1.13567, -0.02767, 4.15615], [-1.19386, -0.00334, 2.70212], [-0.12667, 0.42959, 2.08658], [0.91575, 0.80597, 2.52763], [-2.03955, -0.53355, 4.47178], [-1.10506, 0.99118, 4.53446], [-0.24705, -0.56649, 4.47648], [-0.51015, 2.35649, -2.54350], [0.28166, 2.90007, -1.33706], [0.23442, 4.42073, -1.31778], [1.74185, 2.41805, -1.41068], [-0.33002, 2.39863, -0.13853], [-0.12873, 2.75009, -3.48434], [-1.55990, 2.62973, -2.44139], [-0.43280, 1.25666, -2.58175], [0.65310, 4.80516, -2.24681], [0.81063, 4.81026, -0.47899], [-0.79531, 4.76416, -1.22203], [2.21364, 2.75689, -2.33160], [1.80185, 1.31544, -1.40227], [2.30548, 2.80001, -0.55993]],
  "forces_ev_per_angstrom": [[-0.01, -0.79, -0.49], [-0.12, 0.90, 0.25], [-0.43, -0.34, -0.02], [0.22, -0.01, -0.03], [-0.06, 0.05, 0.00], [-0.03, 0.07, 0.00], [0.05, -0.11, 0.02], [0.12, 0.19, -0.05], [0.35, 0.77, 0.13], [-0.01, 0.01, -0.03], [0.02, 0.02, 0.01], [0.00, 0.00, 0.03], [0.00, 0.02, -0.04], [0.15, 0.08, 0.17], [-0.14, -0.08, -0.09], [0.02, 0.20, 0.47], [0.05, -0.12, -0.11], [-0.02, 0.00, -0.04], [-0.01, 0.01, -0.04], [-0.02, -0.02, -0.02], [0.04, -0.03, 0.54], [0.60, 0.35, -1.07], [-0.15, -0.19, 0.27], [-0.37, -0.04, 0.31], [-0.31, -1.07, 0.10], [0.05, -0.03, 0.02], [-0.03, -0.03, -0.06], [-0.04, 0.06, -0.10], [0.00, 0.04, 0.01], [0.00, 0.02, -0.01], [0.01, 0.03, -0.03], [-0.02, -0.01, -0.02], [0.05, 0.08, -0.05], [0.04, -0.04, 0.00]],
  "lowdin_spin": [2.92, 0.17, 0.03, 0.01, 0.01, 0.00, 0.02, 0.04, 0.26, 0.00, 0.00, 0.00, 0.00, 0.00, 0.01, 0.01, 0.08, 0.00, 0.00, 0.00, 0.01, 0.03, 0.00, 0.03, 0.36, 0.00, 0.00, 0.00, 0.00, 0.00, 0.00, 0.00, 0.01, 0.00]
}

=====

{
  "formula": "C15H39FN7O8P2Ti",
  "method": "wB97M-V/def2-TZVPD",
  "spin_multiplicity": 4,
  "homo_ev": [-8.06, -8.06],
  "lumo_ev": [-1.8, -1.6],
  "charge": 0,
  "relative_energy_kj_mol": 502.3,
  "s2": 3.7507,
  "species": ["Ti", "N", "O", "O", "O", "C", "C", "O", "C", "O", "O", "F", "H", "H", "H", "O", "P", "N", "C", "C", "N", "C", "C", "N", "C", "C", "H", "H", "H", "H", "H", "H", "H", "H", "H", "H", "H", "H", "H", "H", "H", "H", "H", "H", "O", "P", "N", "C", "C", "N", "C", "C", "N", "C", "C", "H", "H", "H", "H", "H", "H", "H", "H", "H", "H", "H", "H", "H", "H", "H", "H", "H", "H"],
  "coordinates": [[-4.56706, 0.28905, 3.61342], [-3.68393, 1.55182, 0.08838], [-4.06351, 2.31760, 0.97602], [-3.59892, 1.81583, -1.07789], [-3.37331, 0.43725, 0.40884], [-1.39608, -2.02043, -3.13304], [-0.11029, -1.42371, -3.62285], [0.02371, -2.09146, -4.90530], [-0.62704, -3.27797, -4.82776], [-0.55638, -4.16026, -5.66002], [-1.41875, -3.32075, -3.68532], [0.83077, -1.79773, -2.75793], [-2.24560, -1.45934, -3.52241], [-1.53773, -2.13303, -2.05817], [-0.08462, -0.33470, -3.58385], [-1.83715, -2.74856, 4.60910], [-0.91184, -3.88119, 4.35536], [-1.04905, -5.23031, 5.41204], [-0.11929, -6.31498, 5.35200], [-2.39681, -5.64867, 5.91084], [0.72800, -3.39370, 4.60726], [1.35039, -2.68160, 3.50555], [1.12491, -2.88628, 5.97566], [-0.94152, -4.62771, 2.78285], [0.02860, -5.68383, 2.33665], [-2.18886, -4.59724, 2.03403], [-0.38145, -7.15169, 4.70447], [-0.13710, -6.73270, 6.35862], [0.86669, -5.90542, 5.13244], [-2.85055, -4.92572, 6.58875], [-2.36815, -6.65080, 6.33865], [-2.96194, -5.67857, 4.97926], [0.70081, -1.87262, 3.17133], [2.37131, -2.48505, 3.83292], [1.45414, -3.40271, 2.69478], [0.83315, -3.67226, 6.67223], [2.21248, -2.81355, 5.97635], [0.65139, -1.92509, 6.17571], [-0.36690, -6.66495, 2.59949], [0.11764, -5.68651, 1.25029], [0.97233, -5.51344, 2.85477], [-2.57313, -3.57809, 2.07634], [-2.99973, -5.15908, 2.49763], [-2.04660, -4.84330, 0.98173], [2.88953, 6.18754, -4.20478], [1.79636, 5.44107, -3.50223], [1.23656, 6.33064, -2.08640], [0.19467, 5.69782, -1.22439], [2.11987, 7.27979, -1.46634], [2.28832, 3.97255, -2.82730], [3.41690, 4.02233, -1.88695], [2.48173, 2.93034, -3.84245], [0.31707, 5.23512, -4.37057], [-0.71029, 4.28733, -3.96200], [0.17599, 6.05182, -5.58899], [-0.73319, 5.56781, -1.78141], [-0.05103, 6.39957, -0.42735], [0.59092, 4.84616, -0.67143], [1.59150, 8.23057, -1.39586], [3.07802, 7.43470, -1.96235], [2.32863, 7.06885, -0.41753], [4.09491, 4.81832, -2.19488], [3.03790, 4.27971, -0.89790], [3.94784, 3.07172, -1.83647], [3.31723, 3.21213, -4.48326], [2.76903, 1.97882, -3.39505], [1.59696, 2.87182, -4.47636], [-0.99571, 3.60798, -4.76520], [-0.38394, 3.68817, -3.11193], [-1.65338, 4.77292, -3.71132], [-0.49504, 5.56380, -6.29586], [1.17398, 6.15172, -6.01576], [-0.29404, 6.96207, -5.21668]],
  "forces_ev_per_angstrom": [[0.59, 0.37, -1.31], [-0.11, 0.14, -0.06], [-1.01, 1.88, 1.38], [-0.24, 2.18, -2.41], [1.01, -4.77, 2.37], [-1.47, 0.23, 0.31], [-1.53, -0.34, 0.03], [0.50, 0.99, 1.27], [-0.86, -2.09, -0.85], [-0.10, 1.97, 1.94], [1.13, -0.33, -1.79], [1.99, -0.77, 0.45], [-0.10, 0.11, -0.03], [0.48, 0.36, -0.04], [-0.10, -0.05, -1.21], [-0.61, -0.91, -0.51], [2.18, -1.57, 0.12], [-1.02, 1.66, 0.62], [0.44, -0.08, 0.88], [0.61, 0.83, -1.64], [-1.05, -0.95, 0.68], [-0.21, -1.20, -0.08], [-0.72, -1.09, -1.57], [0.74, 0.74, 0.36], [-1.16, 0.66, 0.99], [-0.32, 1.16, 0.58], [-0.06, 0.12, -0.45], [0.54, -0.20, 0.13], [0.05, -0.39, -0.05], [0.19, -0.07, 0.03], [0.18, 0.21, 0.07], [-0.94, -0.36, 0.35], [0.69, 0.59, -0.07], [-0.17, 0.83, -0.27], [-0.03, 0.28, -0.34], [-0.10, 0.37, 0.28], [-0.07, 0.15, 0.06], [0.07, 0.00, 0.28], [0.17, -0.16, 0.08], [0.22, 0.44, 0.03], [0.04, -0.17, -0.33], [0.05, 0.20, -0.25], [0.05, -0.71, -0.21], [0.06, -0.22, 0.16], [-1.36, -0.72, 0.31], [-1.31, 1.87, 1.68], [0.37, -1.86, -1.57], [0.98, 1.47, -0.11], [-0.27, 0.79, 0.80], [-0.68, -0.98, -0.75], [-0.53, 1.02, 0.05], [0.39, 0.51, -0.30], [2.46, -1.14, 0.72], [-0.15, 0.12, -0.36], [-0.32, -0.60, 1.24], [0.28, -0.54, 0.14], [-0.03, 0.35, -0.08], [-0.29, -0.59, -0.41], [0.15, 0.43, -0.24], [-0.28, -0.20, -0.32], [0.20, -0.57, 0.21], [0.42, -0.11, 0.07], [0.09, -0.08, 0.12], [-0.20, 0.05, -0.13], [0.19, -0.06, -0.33], [-0.47, -0.04, 0.13], [0.00, -0.34, 0.13], [0.32, -0.21, -0.30], [0.02, 0.13, -0.05], [-0.02, 0.29, 0.31], [0.05, -0.11, -0.01], [-0.28, 0.54, -0.11], [0.24, 0.55, -0.83]],
  "lowdin_spin": [2.94, 0.00, 0.02, 0.00, 0.02, 0.00, 0.00, 0.00, 0.00, 0.00, 0.00, 0.00, 0.00, 0.00, 0.00, 0.01, 0.00, 0.00, 0.00, 0.00, 0.00, 0.00, 0.00, 0.00, 0.00, 0.00, 0.00, 0.00, 0.00, 0.00, 0.00, 0.00, 0.00, 0.00, 0.00, 0.00, 0.00, 0.00, 0.00, 0.00, 0.00, 0.00, 0.00, 0.00, 0.00, 0.00, 0.00, 0.00, 0.00, 0.00, 0.00, 0.00, 0.00, 0.00, 0.00, 0.00, 0.00, 0.00, 0.00, 0.00, 0.00, 0.00, 0.00, 0.00, 0.00, 0.00, 0.00, 0.00, 0.00, 0.00, 0.00, 0.00, 0.00]
}